1.
2 unconnected molecules or ions with the total composition C4H11NO2 at a distorted geometry. Source: the Open Molecules 2025 dataset; level of theory: ωB97M-V with the def2-TZVPD basis set.

## Properties
E_LUMO: 0.612 eV
SMILES: CN[C@@H](C)C=O.O
Multiplicity: 1
Energy above the lowest of the compared OMol25 structures with the same formula, charge and spin: 70.6 kcal per mole
E: -364.15572 hartree

Geometry as XYZ:
```
18
Properties=species:S:1:pos:R:3:lowdin_charge:R:1
C 0.42 -1.39 -1.22 -0.046
N 0.16 0.11 -1.75 -0.048
C -0.02 1.12 -0.69 -0.424
C -1.25 1.08 0.19 -0.084
C 1.19 1.06 0.24 -0.201
O 1.83 2.12 0.38 0.024
H 0.80 -1.46 -0.20 0.030
H -0.56 -1.88 -1.29 0.073
H 1.15 -1.97 -1.74 0.053
H -0.67 0.12 -2.37 0.103
H -0.06 2.28 -1.13 0.194
H -1.41 1.73 1.11 0.109
H -2.16 1.20 -0.33 0.046
H -1.31 0.05 0.71 0.087
H 1.46 0.12 0.72 0.101
O 0.15 -1.72 2.23 -0.049
H 0.33 -1.76 3.17 0.042
H -0.04 -0.82 1.98 -0.010
```

---

2.
A single C4H8O2 molecule at a distorted geometry. Source: the Open Molecules 2025 dataset; level of theory: ωB97M-V with the def2-TZVPD basis set.

## Properties
E_LUMO: 1.026 eV
SMILES: C=COCOC
Multiplicity: 1
Energy above the lowest of the compared OMol25 structures with the same formula, charge and spin: 56.8 kcal per mole
E: -307.62185 hartree

Geometry as XYZ:
```
14
Properties=species:S:1:pos:R:3:lowdin_charge:R:1
C 1.85 1.07 0.16 0.006
C 1.86 -0.18 -0.21 -0.223
O 0.80 -1.05 -0.13 -0.052
C -0.36 -0.59 0.47 -0.286
O -1.05 0.29 -0.39 -0.166
C -2.46 0.33 -0.06 -0.089
H 0.91 1.54 0.42 0.050
H 2.72 1.76 0.16 0.074
H 2.77 -0.65 -0.62 0.128
H -1.03 -1.46 0.56 0.129
H -0.15 -0.08 1.45 0.153
H -2.68 0.81 0.94 0.097
H -2.92 0.97 -0.83 0.087
H -2.95 -0.68 -0.06 0.092
```

---

3.
A single Cl3HO3Si molecule at a distorted geometry. Source: the Open Molecules 2025 dataset; level of theory: ωB97M-V with the def2-TZVPD basis set.

## Properties
E_LUMO: -1.278 eV
SMILES: ClO[SiH](OCl)OCl
Multiplicity: 1
Energy above the lowest of the compared OMol25 structures with the same formula, charge and spin: 35.2 kcal per mole
E: -1896.29018 hartree

Geometry as XYZ:
```
8
Properties=species:S:1:pos:R:3:lowdin_charge:R:1
Cl 0.16 0.75 2.87 0.679
O -0.68 0.26 1.48 -0.683
Si -0.18 -0.52 0.16 0.269
O 1.33 0.56 -0.15 -0.860
Cl 2.30 0.58 -1.48 0.560
O -1.33 -0.47 -0.95 -0.690
Cl -2.13 0.65 -1.96 0.677
H 0.52 -1.81 0.03 0.048
```